C22H28F12N2O14 | the ωB97M-V functional and the def2-TZVPD basis

SMILES: NC(=O)CC[C@]1(ON=O)COC(=O)O1.CCOC(=O)C(F)(F)F.CCOC(=O)C(F)(F)F.CCOC(=O)C(F)(F)F.CCOC(=O)C(F)(F)F
Kohn-Sham gap: 9.6 eV
HOMO energy: -0.38844 Eh
DFT total energy: -87522.2898 eV
Molar mass: 772.44 g mol⁻¹

Each line ends with the Mulliken charge.
Positions of all 78 atoms, in Å:
F  -5.910  2.863  -2.652  -0.273
F  7.884  2.542  8.446  -0.242
F  -4.196  1.552  -2.864  -0.257
F  10.028  2.807  8.272  -0.255
F  -4.509  -1.635  -9.997  -0.248
F  -2.349  -1.515  -10.131  -0.250
F  -6.198  0.754  -3.049  -0.240
F  -3.560  0.241  -10.503  -0.240
F  -0.005  -4.045  -3.466  -0.273
F  9.130  0.890  7.820  -0.239
F  -0.317  -2.494  -4.948  -0.248
F  -1.911  -3.877  -4.480  -0.246
O  -1.966  -0.900  4.778  -0.523
O  -4.534  2.036  -0.268  -0.341
O  9.120  1.919  5.340  -0.510
O  1.130  -4.415  -6.089  -0.314
O  3.444  2.492  4.862  -0.552
O  2.089  0.989  3.855  -0.356
O  -3.101  0.630  -7.885  -0.512
O  -2.102  3.390  3.684  -0.353
O  -0.765  -5.648  -6.129  -0.511
O  -1.048  2.082  5.042  -0.361
O  -3.535  -1.558  -7.519  -0.333
O  1.211  2.516  5.218  -0.422
O  -6.326  0.662  -0.369  -0.518
O  8.364  3.873  6.189  -0.310
N  -1.796  -2.345  6.513  -0.525
N  -1.668  2.328  3.728  0.320
C  -5.446  1.634  -2.394  1.014
C  8.960  2.204  7.730  0.911
C  -5.498  1.361  -0.872  0.277
C  -4.703  -0.817  -5.502  -1.078
C  0.367  0.369  6.001  -1.256
C  0.688  1.106  3.564  -0.750
C  -3.351  -0.478  -8.258  0.314
C  -4.469  1.900  1.172  -0.231
C  -3.454  -0.852  -9.756  0.915
C  -0.099  -4.740  -5.729  0.303
C  0.192  1.489  4.950  1.501
C  6.902  3.972  4.236  -1.084
C  8.200  4.427  4.861  -0.245
C  -1.612  -1.112  5.916  0.378
C  -0.593  -3.765  -4.634  0.979
C  -0.926  -0.027  6.724  -0.498
C  1.270  -4.854  -8.487  -1.086
C  -3.764  0.626  1.573  -0.970
C  1.736  -5.252  -7.106  -0.227
C  -3.427  -1.377  -6.086  -0.060
C  8.817  2.633  6.250  0.331
C  2.361  2.055  4.666  0.499
H  1.509  -6.295  -6.886  0.319
H  -3.921  2.779  1.502  0.293
H  6.764  4.463  3.272  0.417
H  -2.771  0.581  1.125  0.281
H  -4.322  -0.252  1.249  0.408
H  1.798  -5.445  -9.236  0.376
H  -5.551  -1.453  -5.757  0.310
H  -3.226  -2.371  -5.698  0.149
H  -0.695  -0.364  7.734  0.395
H  9.062  4.153  4.254  0.330
H  0.258  0.218  3.112  0.338
H  -5.478  1.950  1.580  0.324
H  6.898  2.895  4.076  0.297
H  6.056  4.220  4.877  0.295
H  -1.606  0.819  6.807  0.277
H  0.790  -0.499  5.494  0.468
H  -3.656  0.582  2.656  0.247
H  1.105  0.698  6.730  0.484
H  1.474  -3.799  -8.669  0.299
H  8.213  5.503  5.013  0.311
H  0.597  1.965  2.896  0.433
H  -4.902  0.186  -5.878  0.369
H  0.201  -5.024  -8.605  0.318
H  -1.455  -2.412  7.460  0.235
H  -2.570  -0.740  -5.872  0.365
H  -1.508  -3.132  5.947  0.256
H  -4.618  -0.767  -4.418  0.288
H  2.804  -5.095  -6.984  0.316